Entry 1:
ORCA calculation (the ωB97M-V functional and the def2-TZVPD basis) on a structure of composition C12H30Cl2NNbP in a non-equilibrium geometry.

net charge: -1
E_LUMO: 2.850 eV
HOMO: -3.8 eV
HOMO-LUMO gap: 0.2440 Eh
energy: -1848.52815 a.u.

Last column: Mulliken charge in e.
Element x y z (Å)
C -3.22 2.05 1.35  -1.0787
C -3.77 1.28 0.15  -0.4945
C -3.45 -0.22 0.18  -0.7514
C -2.26 -0.60 -0.70  0.1363
C -1.63 -1.94 -0.35  -0.3393
C -0.41 -2.28 -1.21  -1.3036
Nb 1.37 -0.94 -0.85  -1.0775
C 1.01 -0.09 1.23  -0.5157
C 1.48 -0.63 2.57  0.4496
C 1.21 0.26 3.76  -1.4233
Cl 0.70 -2.24 2.89  -0.2370
C 0.94 0.92 -2.04  -1.2712
C 1.47 2.31 -1.72  0.5420
C 1.57 3.26 -2.91  -1.3180
Cl 0.40 3.06 -0.44  -0.2729
P 3.08 -2.71 0.15  0.4012
N 4.22 -3.30 -0.79  -0.7692
H -3.72 3.01 1.48  0.3748
H -3.35 1.49 2.28  0.3298
H -2.16 2.25 1.24  0.1203
H -3.33 1.70 -0.75  0.2818
H -4.85 1.44 0.08  0.3679
H -3.20 -0.52 1.20  0.3382
H -4.33 -0.79 -0.12  0.3797
H -1.50 0.18 -0.60  -0.2638
H -2.56 -0.60 -1.75  0.4384
H -2.39 -2.73 -0.43  0.4833
H -1.34 -1.92 0.71  0.1241
H -0.67 -2.27 -2.27  0.4463
H -0.08 -3.30 -1.01  0.4417
H 1.99 -1.79 -2.35  0.0875
H 3.06 -0.18 -0.95  0.0285
H 1.50 0.89 1.12  0.3461
H -0.07 0.13 1.32  0.1259
H 2.55 -0.85 2.51  0.2065
H 1.79 1.18 3.64  0.3611
H 0.15 0.53 3.81  0.3046
H 1.48 -0.22 4.69  0.3968
H 1.36 0.64 -3.02  0.5965
H -0.15 0.98 -2.17  0.5459
H 2.44 2.22 -1.24  0.3327
H 2.61 3.33 -3.24  0.3140
H 1.22 4.26 -2.68  0.3691
H 0.97 2.88 -3.74  0.3314
H 3.61 -2.23 1.38  -0.0386
H 2.25 -3.71 0.69  -0.0401
H 4.17 -4.31 -0.85  0.1927

=====

Entry 2:
ORCA calculation (the ωB97M-V functional and the def2-TZVPD basis) on an isolated molecule of C4H6ClNO2 in a non-equilibrium geometry.

E_LUMO: 0.696 eV
SMILES string: Cl[C@@H]1COC=NOC1
HOMO: -9.7 eV
HOMO-LUMO gap: 0.3807 Eh
energy: -821.35176 a.u.

Last column: Mulliken charge in e.
Element x y z (Å)
C 1.08 0.04 0.31  0.3403
C 0.25 -1.21 0.32  -0.7254
C -1.68 -0.45 -0.79  0.0576
C 0.38 1.35 0.29  -0.6887
H 1.68 -0.02 1.22  0.3048
H -0.28 -1.31 1.31  0.3385
H 0.90 -2.09 0.19  0.3438
H -2.63 -0.97 -0.84  0.4125
H 1.11 2.19 0.22  0.3572
H -0.19 1.53 1.20  0.3550
N -1.70 0.81 -0.76  -0.4224
O -0.64 -1.32 -0.80  -0.3297
O -0.50 1.43 -0.81  -0.1582
Cl 2.21 0.01 -1.06  -0.1853

=====

Entry 3:
ORCA calculation (the ωB97M-V functional and the def2-TZVPD basis) on an isolated molecule of C5H9NO.

E_LUMO (alpha / beta): -0.439 / -0.438 eV
HOMO (alpha / beta): -6.9 / -6.9 eV
HOMO-LUMO gap (alpha / beta): 0.2363 / 0.2364 Eh
energy: -325.81969 a.u.

Last column: Mulliken charge in e.
Element x y z (Å)
C -1.83 -0.65 -0.64  -1.4146
C -0.56 -0.05 -0.11  0.3681
C -0.40 -0.09 1.39  -1.1540
C 2.26 -0.07 -0.10  -0.3047
N 1.58 0.96 -0.41  -0.0177
C 0.14 0.76 -0.98  0.4633
O -0.04 1.26 -2.09  -0.7112
H -2.70 -0.02 -0.44  0.2726
H -2.01 -1.62 -0.16  0.3588
H -1.75 -0.80 -1.72  0.3225
H -1.27 0.39 1.86  0.3067
H 0.48 0.44 1.77  0.3378
H -0.36 -1.12 1.80  0.2961
H 3.22 -0.02 0.41  0.3035
H 1.81 -1.03 -0.33  0.3285
H 1.98 1.90 -0.33  0.2442

=====

Entry 4:
ORCA calculation (the ωB97M-V functional and the def2-TZVPD basis) on a cluster of 2 separate species, C3H11NO2S in total in a non-equilibrium geometry.

E_LUMO: 0.717 eV
SMILES string: N[C@H](CO)CS.O
HOMO: -8.6 eV
HOMO-LUMO gap: 0.3412 Eh
energy: -724.29844 a.u.

Last column: Mulliken charge in e.
Element x y z (Å)
C 1.72 -0.92 -0.67  -0.8157
O 2.64 -0.07 -1.33  -0.4860
C 0.77 -0.09 0.18  0.4215
C 0.00 -1.00 1.13  -0.8573
S -1.39 -0.19 2.00  -0.2589
N -0.04 0.74 -0.67  -0.4022
H 1.11 -1.46 -1.41  0.3233
H 2.20 -1.65 -0.02  0.3914
H 3.51 -0.47 -1.35  0.3082
H 1.41 0.54 0.82  0.1009
H 0.67 -1.32 1.94  0.3898
H -0.40 -1.96 0.78  0.3732
H -0.71 0.84 2.51  0.1281
H -0.84 1.18 -0.25  0.2282
H -0.18 0.42 -1.61  0.1644
H -3.68 1.76 -1.43  0.3028
H -3.69 1.72 0.07  0.3117
O -3.10 1.93 -0.67  -0.6235

=====

Entry 5:
ORCA calculation (the ωB97M-V functional and the def2-TZVPD basis) on a cluster of 2 separate species, C4H9NO2 in total.

E_LUMO: 1.051 eV
SMILES string: [H]/N=C\C.COC=O
HOMO: -10.0 eV
HOMO-LUMO gap: 0.4058 Eh
energy: -363.02264 a.u.

Last column: Mulliken charge in e.
Element x y z (Å)
C -0.77 -2.58 1.15  -1.0436
C -0.30 -1.34 0.44  0.2384
N 0.19 -1.26 -0.73  -0.5591
C 1.04 2.20 0.63  0.1909
O 0.00 1.79 1.10  -0.5294
O 1.29 2.40 -0.66  -0.2755
C 0.24 2.02 -1.56  -0.4353
H -0.65 -3.47 0.52  0.3122
H -0.21 -2.72 2.08  0.2671
H -1.83 -2.48 1.42  0.2636
H -0.40 -0.40 0.99  0.3476
H 1.92 2.48 1.23  0.3654
H 0.24 -2.18 -1.16  0.1980
H 0.57 2.37 -2.54  0.2352
H 0.12 0.94 -1.55  0.1532
H -0.69 2.51 -1.27  0.2713

=====

Entry 6:
ORCA calculation (the ωB97M-V functional and the def2-TZVPD basis) on an isolated molecule of C19H19N3O3S.

E_LUMO: 0.475 eV
SMILES string: C/N=C(\Nc1ccccc1)S[C@H]1CC(=O)N(c2cccc(OC)c2)C1=O
HOMO: -8.3 eV
HOMO-LUMO gap: 0.3238 Eh
energy: -1523.61951 a.u.

Last column: Mulliken charge in e.
Element x y z (Å)
C 0.04 0.95 1.36  -1.3727
N 1.17 0.51 0.60  -0.0194
C 2.28 1.11 0.53  0.3257
N 2.67 2.31 1.06  -0.1208
C 1.87 3.46 1.13  -0.0605
C 0.85 3.68 0.21  -0.1529
C 0.07 4.82 0.31  -0.6705
C 0.31 5.74 1.31  -0.5225
C 1.35 5.54 2.21  -0.4901
C 2.13 4.40 2.12  -0.4458
H 2.94 4.24 2.82  0.4138
H 1.55 6.27 2.98  0.3810
H -0.30 6.63 1.38  0.3854
H -0.72 4.98 -0.41  0.3958
H 0.70 2.97 -0.59  0.6735
H 3.67 2.44 1.17  0.3170
S 3.57 0.23 -0.31  -0.3588
C 2.60 -1.24 -0.73  0.1771
C 2.37 -2.21 0.42  -0.6941
C 0.90 -2.59 0.30  0.3779
O 0.35 -3.45 0.94  -0.6201
N 0.32 -1.79 -0.65  0.3504
C 1.20 -0.85 -1.20  0.0778
O 0.94 -0.07 -2.07  -0.6048
C -1.05 -1.85 -0.99  -0.2702
C -1.77 -0.68 -1.25  -0.4842
C -3.11 -0.78 -1.59  -0.9294
C -3.73 -2.00 -1.66  -0.5946
C -3.02 -3.17 -1.40  0.5947
C -1.67 -3.09 -1.08  0.1650
H -1.09 -3.98 -0.88  0.4334
O -3.72 -4.33 -1.49  -0.4548
C -3.06 -5.54 -1.19  -0.7928
H -3.82 -6.32 -1.27  0.2356
H -2.26 -5.74 -1.91  0.3118
H -2.65 -5.54 -0.18  0.3359
H -4.78 -2.08 -1.91  0.4454
H -3.66 0.12 -1.80  0.3864
H -1.28 0.27 -1.20  0.5132
H 3.00 -3.09 0.39  0.4098
H 2.51 -1.73 1.39  0.3034
H 3.13 -1.70 -1.56  0.4725
H -0.53 0.05 1.63  0.3402
H -0.61 1.60 0.77  0.3994
H 0.33 1.48 2.27  0.4369

=====

Entry 7:
ORCA calculation (the ωB97M-V functional and the def2-TZVPD basis) on an isolated molecule of C3H5O2P in a non-equilibrium geometry.

E_LUMO: 0.341 eV
HOMO: -9.0 eV
HOMO-LUMO gap: 0.3442 Eh
energy: -609.05277 a.u.

Last column: Mulliken charge in e.
Element x y z (Å)
C 0.96 -1.13 -0.77  -0.1232
C 0.56 0.10 -0.38  0.4233
C -0.93 0.42 -0.35  -0.9889
O 2.87 -0.91 -0.57  -0.4729
O 1.45 1.00 0.03  -0.3631
P 2.95 0.34 0.40  0.1464
H 0.78 -2.05 -1.07  0.4757
H -1.20 0.07 -1.34  0.3333
H -1.08 1.57 -0.32  0.2576
H -1.41 0.01 0.56  0.2888
H 2.34 -0.28 1.52  0.0231

=====

Entry 8:
ORCA calculation (the ωB97M-V functional and the def2-TZVPD basis) on a structure of composition C16H32IrN3OPSSi in a non-equilibrium geometry.

E_LUMO (alpha / beta): 0.157 / -2.696 eV
2S+1: 6
HOMO (alpha / beta): -3.0 / -7.6 eV
HOMO-LUMO gap (alpha / beta): 0.1178 / 0.1793 Eh
energy: -2001.41821 a.u.

Last column: Mulliken spin population.
Element x y z (Å)
Ir 0.06 -0.14 -0.09  1.4603
Si 0.22 -2.35 -1.41  0.0406
P 0.58 1.04 -2.19  0.1579
N -1.68 -0.06 -0.30  0.8997
H 0.71 1.33 0.69  0.1145
C 0.91 2.87 -2.15  0.0152
H 1.05 3.29 -3.16  0.0019
H 1.80 3.05 -1.53  0.0014
H 0.05 3.36 -1.66  0.0024
C 2.02 0.43 -3.19  0.0194
H 2.16 1.04 -4.11  0.0026
H 1.83 -0.62 -3.47  0.0005
H 2.93 0.47 -2.58  0.0001
C -0.82 0.92 -3.39  0.0208
H -0.59 1.45 -4.34  0.0025
H -1.72 1.36 -2.93  0.0051
H -1.01 -0.14 -3.60  -0.0087
C 1.95 -3.18 -1.59  -0.0005
H 2.39 -3.39 -0.60  -0.0005
H 2.65 -2.52 -2.13  0.0002
H 1.88 -4.13 -2.14  0.0012
H -0.65 -3.46 -0.86  0.0062
H -0.28 -2.30 -2.84  0.0055
C -3.03 -0.14 -0.53  -0.0427
C -5.30 0.69 -0.19  0.3235
C -3.93 0.79 0.05  0.5521
C -3.55 -1.17 -1.35  0.3808
C -4.92 -1.26 -1.59  0.3821
C -5.81 -0.33 -1.01  0.1598
H -5.99 1.41 0.27  0.0475
H -3.51 1.58 0.69  0.0314
H -2.85 -1.89 -1.79  0.0206
H -5.31 -2.06 -2.23  0.0517
H -6.88 -0.41 -1.19  0.0062
C 3.26 -0.29 0.66  -0.0081
O 2.27 -0.53 -0.05  0.0189
C 3.12 0.37 1.99  0.0080
H 4.04 0.91 2.29  -0.0005
H 2.91 -0.39 2.77  0.0004
H 2.24 1.04 1.93  0.0025
C 4.63 -0.65 0.13  0.0052
H 5.23 0.27 -0.01  0.0007
H 4.55 -1.19 -0.82  0.0013
H 5.18 -1.26 0.87  -0.0016
S -0.32 -1.49 1.91  0.1291
C -0.20 -0.31 3.02  0.1349
N 0.64 -0.40 4.13  0.0321
C 0.38 0.71 5.01  0.0023
C -0.82 1.45 4.38  0.0032
N -1.07 0.77 3.13  0.0302
H 1.34 -1.14 4.30  0.0006
H 1.29 1.35 5.05  0.0051
H 0.12 0.35 6.03  0.0012
H -0.59 2.53 4.21  -0.0003
H -1.72 1.35 5.02  0.0006
H -1.83 1.00 2.47  -0.0271

=====

Question: Look up the energy of the first one.
Answer: -1848.52815 a.u.